An isolated ion of composition C2ClN6O4 and charge -1. Source: OMol25; level of theory: ωB97M-V with the def2-TZVPD basis set.

Structure (XYZ):
```
13
Properties=species:S:1:pos:R:3:forces:R:3:nbo_charge:R:1
O -1.5606 -1.2210 -2.0931 0.6619 -0.2852 0.6430 -0.36
N -1.2628 -0.0135 0.7925 -2.8692 2.2573 1.0684 0.54
C 0.7738 0.4618 -0.0170 2.1171 -1.7321 1.5941 0.09
C -0.5338 0.1447 -0.5138 -0.1913 1.3729 -1.1557 0.13
O -1.6472 1.0183 1.3479 0.7043 -0.6297 -0.9685 -0.39
N 2.5823 1.1546 0.6717 1.7886 1.1661 -0.9508 -0.15
O -1.4756 -1.0981 1.2027 -0.3990 -1.9044 0.0714 -0.31
N 1.7762 1.2392 -0.4236 -0.7327 -0.5693 2.0414 -0.31
N 2.1597 0.3527 1.5935 -0.9994 -0.4837 -1.3286 -0.11
O 0.0643 -2.1133 -0.9235 -1.5175 2.4119 -0.8041 -0.32
N 1.0052 -0.1829 1.1753 0.7533 1.7385 -0.4909 -0.35
N -0.6795 -1.1662 -1.2492 0.5726 -2.9558 -0.4180 0.49
Cl -1.2019 1.4237 -1.5636 0.1114 -0.3867 0.6982 0.05
```
Positions in Å, forces in eV/Å.

Summary:
- F_max (eV Å⁻¹) = 3.80
- total charge = -1
- calculated total energy (eV) = -31720.9435

=====

C22H47Li3N14O20 as an isolated structure. Source: OMol25; level of theory: ωB97M-V with the def2-TZVPD basis set.

Structure (XYZ):
```
106
Properties=species:S:1:pos:R:3:forces:R:3:lowdin_charge:R:1
C -7.3677 1.9948 -0.1937 -0.6468 -0.2325 -0.4972 -0.07
O -0.2679 2.2339 5.9542 2.3218 0.2939 -2.2243 -0.05
H -0.1010 -2.8973 6.7891 0.0547 -0.2857 0.6308 0.09
H -1.8480 -3.1634 6.9860 0.1813 -0.1870 0.3913 0.10
O -1.3451 -1.2246 2.1173 -1.3255 0.2469 0.1376 -0.20
C 1.4282 -1.2020 -0.1883 0.2555 -0.9883 1.6607 -0.34
Li -3.1662 2.1293 -0.7312 -1.2231 -1.0897 -1.1464 0.69
H 2.0492 -6.0118 -2.0510 -0.1309 0.0096 -0.2887 0.05
H 0.7238 -2.7553 -2.6069 0.0330 0.0600 0.0996 0.09
O 2.9538 -5.7239 -0.2213 -0.5681 -0.2041 1.5249 0.01
C 0.9795 -0.0934 -1.1046 -1.2179 0.4787 -1.0696 -0.38
H 5.5286 -3.9732 -1.0997 0.1650 -0.2136 -0.2298 0.10
O 1.6112 0.1472 -2.1263 1.3647 -0.1300 -0.2939 0.03
C -5.6328 3.0144 1.2777 -0.1019 0.1048 1.1141 -0.09
O 2.8563 1.7683 2.2016 -0.7435 0.8814 -1.0602 -0.05
H 3.2248 -1.2503 2.4379 0.0315 0.1249 0.1966 0.01
H -0.6319 1.2147 -1.6920 0.0576 0.0314 0.0493 0.12
H 3.3551 2.2500 -2.4869 -0.3097 -0.3726 -0.1909 0.05
H 1.2819 1.6489 -5.3177 0.0307 0.4265 -0.3385 0.10
O 0.4861 -4.4509 -4.4296 0.9543 -0.7939 2.1466 0.01
C -1.1046 0.2799 0.1600 0.4896 -0.4342 0.4469 -0.34
C 2.6739 2.7652 1.4746 1.5370 0.4493 -0.6920 -0.55
H 2.2732 3.6842 -0.2469 -0.4253 0.0425 -0.7914 0.10
C -1.2821 -2.3293 5.2508 0.8063 -0.1305 0.3403 -0.64
O -1.8404 5.2728 -4.9964 0.0907 0.5118 -0.2460 0.00
O 7.3439 -2.8557 0.2039 -1.7674 1.0725 0.4704 -0.04
C -3.5597 2.4054 -3.5831 1.7071 0.7008 0.8531 -0.40
H -1.1547 0.3483 -4.2250 0.3763 -0.4208 0.0114 0.05
O 2.4264 -1.9286 -0.3379 0.2117 0.6363 -0.9206 -0.01
C 2.1530 -5.7378 0.7094 -2.1739 0.5009 0.0993 -0.56
H 1.3628 -3.8240 0.3879 0.0226 -0.1408 0.2477 0.04
H -3.6290 1.5085 3.7366 -0.1951 -0.0096 -0.1752 0.07
N 5.2220 -3.2050 -0.5491 0.2229 1.1480 1.2299 0.17
H 2.6454 -7.5470 1.6059 -0.0337 0.1165 -0.2709 0.09
Li -3.9071 0.2193 1.2980 -0.1688 1.4913 -1.3832 0.69
H -7.8326 1.0862 -0.5873 0.3213 -0.0725 -0.1168 0.07
O 3.0878 3.7118 -5.3947 -0.7920 -2.0331 2.5772 -0.03
C -0.2672 0.5662 -0.9000 0.0634 -0.1255 0.6076 0.02
H -4.8379 2.7688 1.9971 0.1354 -0.0576 -0.2512 0.04
C -6.0928 1.7205 0.5683 0.9199 0.8766 0.6123 -0.69
H -6.2854 1.0246 1.4212 -0.5489 -0.1798 0.1134 0.10
N 1.7252 -5.8188 -2.9925 -1.2321 1.1702 -0.8564 0.14
C -0.6051 -0.7978 1.1634 0.8578 -1.1806 -1.0024 -0.29
C -4.9600 2.7034 -4.0834 -3.3813 -1.0666 -0.2707 -0.39
N 2.1964 2.7911 0.1879 0.4088 -0.6316 2.0669 0.21
H 1.8032 1.5691 3.5134 -0.5940 -0.1363 0.9014 0.04
N 0.9841 -3.6780 -2.3038 -0.5206 -1.3966 -1.5493 0.17
C 0.6021 -1.4580 0.9220 -1.2742 0.9003 0.5767 0.00
H 0.5150 -4.7280 1.6043 -0.2571 0.0530 0.4044 0.07
N 3.1768 3.9899 1.9102 -0.4711 -0.5211 0.0702 0.15
C 0.7202 2.3404 5.1673 -0.4517 -0.8680 1.6016 -0.59
H 3.1804 4.8542 1.4070 -0.3160 -0.0417 -0.4254 0.10
O -4.3579 5.5861 -6.1625 -0.0019 1.0513 -0.6991 -0.05
H 1.1826 -6.9732 2.2122 -0.5383 0.5033 0.2739 0.07
C -2.5810 3.3449 -3.9152 0.2083 -0.0933 -0.0402 -0.04
N 1.1498 1.3445 4.2917 -0.0325 1.5135 0.1166 0.16
O -2.2366 0.7789 0.3589 -0.2377 -0.0978 0.4485 -0.15
O -2.4188 -2.3325 4.7683 -0.3637 -0.1967 -0.7416 -0.05
H 0.7566 -2.0366 4.9054 -0.0453 0.0051 0.3759 0.11
H 0.0453 -0.2950 -3.4948 -0.1464 0.1718 -0.4131 -0.01
H 1.4728 4.0316 6.0624 -0.1593 0.0938 0.0404 0.09
H -7.1301 2.6315 -1.0493 -0.0017 -0.0675 -0.0380 0.09
H -6.4048 3.4711 1.9174 -0.1114 0.0934 -0.3369 0.06
H 1.4612 -6.5411 -3.6448 0.3680 -0.2807 0.3758 0.09
H 3.4335 0.1956 2.9163 0.1312 -0.8501 0.0939 0.00
H 3.3366 -1.8562 -2.5384 -0.0357 0.1092 -0.3534 -0.01
C 6.1353 -2.5282 0.2334 0.8518 -1.3439 -0.7983 -0.62
C 1.0026 -4.6544 -3.3157 0.1644 0.9335 -0.3784 -0.60
O 3.6300 -2.0031 -3.4529 -0.0580 -0.2602 0.2454 -0.07
O -3.2713 1.4272 -2.7911 -0.4173 0.5356 0.0031 -0.16
H 1.6164 1.4563 -3.6756 -0.0697 -0.3896 -0.0256 0.03
O -0.3712 -0.2264 -4.3684 -0.4223 0.3882 0.3516 -0.06
O 3.6172 -0.7405 3.1603 -0.3854 0.5214 -0.1407 -0.09
H 4.6129 -1.3486 0.9570 0.2015 0.4524 -0.0228 0.05
H -6.1952 3.9295 -5.4076 -0.2443 -0.1282 0.1428 0.08
O -5.0503 1.2598 -0.1874 1.1388 -0.7316 0.8808 -0.37
H 1.5069 -3.8297 -1.4714 0.4565 0.2076 0.0519 0.03
C 2.7994 2.8977 -4.4761 0.3909 0.1206 -1.4766 -0.57
H -8.1563 2.4702 0.4028 0.2559 0.1390 0.1883 0.06
H 3.9930 3.7400 -2.9858 0.0829 0.1681 -0.2807 0.07
C -2.7523 4.4967 -4.7556 -0.8652 -0.9078 0.4391 -0.39
H 1.7696 1.9733 -0.2495 0.1092 0.6027 0.1672 0.09
O -5.9305 1.9545 -3.7301 1.5718 0.4422 -0.0283 -0.08
H -2.4051 0.7204 3.2841 0.0502 -0.0898 -0.2646 0.04
H 2.9233 -2.5265 -3.8541 0.1117 0.1836 0.0635 0.02
C -4.1948 4.6845 -5.3470 -0.1792 -0.4802 0.0198 -0.43
N 3.4969 2.9065 -3.2294 -0.5896 0.4639 -1.1035 0.12
H -0.2388 -1.8077 3.5628 -0.5629 0.2540 -0.1522 0.05
N 1.9168 1.8185 -4.5625 1.3538 1.5933 0.6914 0.17
H 6.2727 -0.8678 1.3420 -0.3172 0.3099 0.2810 0.10
H 4.2698 -2.8879 -0.5910 -0.1125 -0.1649 -0.1846 0.04
H 0.5663 0.5476 4.1181 -0.4049 0.0783 0.2728 0.06
H -1.5526 3.2147 -3.5668 -0.1348 -0.2098 0.1026 0.08
N 5.5932 -1.5431 1.0516 0.9384 -1.3809 -0.9532 0.15
C -5.2277 3.7909 -4.9561 2.1490 0.0079 0.5878 -0.03
N 1.2197 -4.6788 0.9083 2.0467 -1.7007 -0.7007 0.16
N 1.5999 3.4351 5.2702 -1.4000 -0.9112 -0.0884 0.14
O -3.3129 0.9339 3.0300 0.0440 -0.2422 0.5168 -0.09
H 3.6240 4.0409 2.8025 0.0966 -0.3750 0.0975 0.09
N -1.0553 -2.7385 6.5476 -0.3982 0.7086 -1.5082 0.16
H -5.2190 3.7635 0.6000 -0.2470 -0.0655 -0.2466 0.08
Li -2.8174 -2.2986 2.6259 0.9210 0.5840 0.7706 0.79
N 1.9333 -6.8362 1.5804 1.5393 0.7600 -1.3865 0.13
H 2.4205 3.5464 4.7186 0.2206 -0.2682 -0.2104 0.06
H 0.8536 -2.2793 1.5813 0.1378 0.0886 0.0579 0.09
N -0.1825 -1.9197 4.5662 0.1921 -0.2334 0.0248 0.18
```
Positions in Å, forces in eV/Å.

Summary:
- F_max (eV Å⁻¹) = 3.56
- total charge = -2
- calculated total energy (eV) = -86014.5473